1.
The following is a quantum chemistry calculation of a cluster of 2 separate species, CH6NS in total at a distorted geometry, from the Open Molecules 2025 dataset.

CARTESIAN COORDINATES (ANGSTROEM)
S (0.401821, -1.620761, -1.305506)
H (0.187281, -0.987494, -2.482027)
C (-1.065547, 1.386809, 1.183863)
N (0.334203, 1.777408, 1.562051)
H (-1.212912, 1.755895, 0.168738)
H (-1.117812, 0.302065, 1.156978)
H (-1.791166, 1.900298, 1.810818)
H (0.834327, 1.879620, 0.679681)
H (0.821620, 0.951739, 1.890867)

Atoms 1-3, force components in eV/Å:
-0.0310 0.1831 -0.1293
0.0335 -0.1011 0.2190
1.3241 0.4127 -0.3986

Values from the calculation:
E_LUMO ... 0.1582 hartree
ΔE to the lowest compared entry with this formula, charge and spin ... 0.294 eV
Charge ... -1
HOMO ... -0.093 Ha

2.
The following is a quantum chemistry calculation of the molecule C4H3FO at a distorted geometry, from the Open Molecules 2025 dataset.

CARTESIAN COORDINATES (ANGSTROEM)
C (1.455214, 0.148624, 0.036003)
C (-0.029221, 0.623838, -0.028134)
C (-1.150878, -0.287728, 0.058401)
C (-2.225828, -0.846482, -0.025982)
H (1.826356, 0.591563, -0.911361)
H (1.885080, 0.583388, 0.910627)
H (-3.072600, -1.398759, 0.000610)
O (-0.248459, 1.818826, -0.015499)
F (1.560340, -1.233266, -0.024669)

Atoms 1-3, force components in eV/Å:
-2.0327 -0.0708 -2.1892
0.4196 0.7131 1.3157
-1.4407 -0.8042 -0.7054

Values from the calculation:
E_LUMO ... -0.0044 hartree
ΔE to the lowest compared entry with this formula, charge and spin ... 1.650 eV
Charge ... 0
HOMO ... -0.389 Ha
SMILES ... C#CC(=O)CF

3.
The following is a quantum chemistry calculation of a cluster of 4 separate species, CH10N2O3 in total at a distorted geometry, from the Open Molecules 2025 dataset.

CARTESIAN COORDINATES (ANGSTROEM)
N (-0.556707, -1.180996, 1.149111)
C (0.090783, -2.307289, 0.645650)
N (1.261908, -2.204450, -0.020499)
H (-1.113184, -0.496099, 0.633886)
H (-0.102981, -0.736080, 1.927437)
H (-0.548369, -3.144082, 0.344509)
H (1.489602, -3.079857, -0.479180)
H (0.519596, 1.629920, -0.820056)
H (0.029275, 1.854120, -2.239546)
O (-0.058889, 2.224371, -1.363956)
H (1.568860, -0.397699, -0.385494)
H (2.650448, 0.606410, 0.121329)
O (1.857465, 0.563820, -0.375758)
H (-3.028492, 2.516100, 0.568579)
H (-1.647368, 2.315165, -0.030084)
O (-2.411948, 1.836645, 0.324070)

Atoms 1-3, force components in eV/Å:
-0.7803 0.6894 1.1645
-0.2491 -1.2334 -0.5735
0.9123 1.1401 -0.4317

Values from the calculation:
<S²> ... 0.7537
E_LUMO (alpha / beta) ... 0.1358 / 0.1341 hartree
ΔE to the lowest compared entry with this formula, charge and spin ... 0.630 eV
Charge ... -1
HOMO (alpha / beta) ... 0.013 / -0.127 Ha
2S+1 ... 2

4.
The following is a quantum chemistry calculation of a structure of composition C6H5I2NO at a distorted geometry, from the Open Molecules 2025 dataset.

CARTESIAN COORDINATES (ANGSTROEM)
C (-0.788386, 1.071243, 0.707559)
C (-1.448099, 0.046893, -0.034660)
C (0.627505, 1.046901, 0.587001)
C (-0.731376, -0.732673, -0.897081)
C (1.289795, 0.212489, -0.300571)
C (2.680040, 0.244284, -0.690622)
N (0.603089, -0.735960, -1.005420)
O (1.175604, -1.556556, -1.859591)
I (3.677040, -1.752882, -0.275014)
I (3.850565, 1.830684, 0.336807)
H (-1.138880, 1.812593, 1.259301)
H (-2.458266, 0.084932, -0.197124)
H (1.291676, 1.664969, 1.072260)
H (-1.177276, -1.606331, -1.316718)
H (2.812015, 0.591637, -1.706597)

Atoms 1-3, force components in eV/Å:
3.7388 -4.4139 -3.2297
2.5305 2.7822 0.4592
-2.0604 -1.3971 -1.2248

Values from the calculation:
E_LUMO ... -0.0230 hartree
ΔE to the lowest compared entry with this formula, charge and spin ... 0.504 eV
Charge ... 0
HOMO ... -0.317 Ha

5.
The following is a quantum chemistry calculation of a structure of composition C17H10N4NiO2S at a distorted geometry, from the Open Molecules 2025 dataset.

CARTESIAN COORDINATES (ANGSTROEM)
Ni (-0.013300, -0.377400, -0.055500)
O (-1.100900, 5.905300, 2.175000)
C (0.025000, 5.486800, 1.978400)
O (1.160100, 5.886100, 2.161900)
C (0.009500, 4.025500, 1.319500)
C (-1.198600, 3.399100, 1.068800)
C (-1.170300, 2.121300, 0.523200)
N (-0.005300, 1.519100, 0.222000)
C (1.165900, 2.107300, 0.525300)
C (1.209300, 3.381800, 1.075100)
C (2.322500, 1.249100, 0.282500)
C (3.632000, 1.709800, 0.204200)
C (4.647900, 0.806200, -0.034800)
C (4.326000, -0.534700, -0.202700)
C (3.001700, -0.924700, -0.104000)
N (2.018700, -0.063700, 0.144700)
C (-2.334700, 1.271800, 0.281600)
C (-3.640700, 1.742700, 0.200300)
C (-4.664000, 0.845800, -0.038500)
C (-4.351500, -0.497500, -0.203400)
C (-3.031100, -0.897500, -0.100900)
N (-2.041100, -0.044200, 0.148000)
H (-2.116200, 3.906100, 1.321000)
H (2.134000, 3.872400, 1.333300)
H (3.840900, 2.758900, 0.327600)
H (5.672000, 1.140300, -0.080500)
H (5.088900, -1.266900, -0.404800)
H (2.717800, -1.963600, -0.216500)
H (-3.840700, 2.794200, 0.321500)
H (-5.686100, 1.185800, -0.086900)
H (-5.118600, -1.226300, -0.404200)
H (-2.754600, -1.938500, -0.210600)
S (-0.008300, -4.831900, 0.081100)
C (-0.014800, -3.286700, -0.280600)
N (-0.019100, -2.143900, -0.573700)

Atoms 1-3, force components in eV/Å:
0.0127 1.4341 0.2525
-1.2003 0.7734 0.3329
-0.0364 -1.7084 -0.7535

Values from the calculation:
E_LUMO (alpha / beta) ... -0.0676 / -0.0678 hartree
Charge ... 0
HOMO (alpha / beta) ... -0.304 / -0.304 Ha

6.
The following is a quantum chemistry calculation of a cluster of 3 separate species, C3H13N2O3 in total at a distorted geometry, from the Open Molecules 2025 dataset.

CARTESIAN COORDINATES (ANGSTROEM)
C (1.478626, -1.304225, -0.990636)
C (0.842462, -1.206775, 0.281613)
C (-0.619077, -1.334573, 0.343242)
N (-1.249219, -0.787032, 1.526464)
O (-1.191916, -0.716078, -0.820892)
N (1.583600, 0.078144, -1.593138)
H (0.925346, -1.983314, -1.665224)
H (2.488673, -1.697180, -0.939545)
H (-0.856229, -2.415591, 0.295902)
H (1.388603, -1.324625, 1.236371)
H (-1.485401, -1.505394, 2.185823)
H (-0.649004, -0.133818, 2.001815)
H (1.378054, 0.852435, -0.891108)
H (-0.592510, -0.265012, -1.407475)
H (2.540466, 0.151864, -1.911664)
H (-2.816349, 2.441185, 0.975473)
H (-2.453354, 1.396931, 0.050493)
O (-2.188756, 2.249898, 0.326989)
H (-0.271158, 2.343737, 0.457074)
H (1.068429, 3.018579, 0.243235)
O (0.678713, 2.140843, 0.295188)

Atoms 1-3, force components in eV/Å:
0.8410 -0.3238 -1.4900
-0.1214 -2.0266 0.8656
-0.8095 2.3596 -0.4883

Values from the calculation:
E_LUMO ... -0.2738 hartree
ΔE to the lowest compared entry with this formula, charge and spin ... 4.814 eV
Charge ... +1
HOMO ... -0.537 Ha

7.
The following is a quantum chemistry calculation of a structure of composition C27H42AlN3O11P2S at a distorted geometry, from the Open Molecules 2025 dataset.

CARTESIAN COORDINATES (ANGSTROEM)
Al (-0.027972, 0.608503, -1.193823)
C (0.874940, -0.787737, -5.163177)
C (0.485131, -0.734138, -3.715149)
N (0.297477, 0.392563, -3.130547)
N (0.259677, 1.594908, -3.764332)
C (-0.575833, 2.336010, -3.006176)
O (-1.140721, 1.890107, -1.938969)
C (-0.931681, 3.642912, -3.509602)
C (-0.385835, 4.012839, -4.767928)
C (-0.659327, 5.293932, -5.286223)
C (-1.478037, 6.171237, -4.533303)
C (-2.030078, 5.768114, -3.324152)
C (-1.743639, 4.515703, -2.800340)
C (-0.163613, -1.826542, -2.988657)
C (-0.173336, -3.099414, -3.487583)
C (-0.863712, -4.054685, -2.738026)
C (-1.492236, -3.699744, -1.550222)
C (-1.424281, -2.365184, -1.184069)
N (-0.833101, -1.419910, -1.894034)
H (0.291968, -1.512022, -5.729370)
H (0.743222, 0.232263, -5.594886)
H (1.900644, -1.104912, -5.255977)
H (0.278281, 3.355781, -5.259179)
H (-0.309316, 5.587163, -6.276813)
H (-1.705630, 7.128561, -5.032874)
H (-2.632596, 6.472402, -2.733946)
H (-2.167413, 4.164119, -1.857847)
H (0.303715, -3.373839, -4.429335)
H (-0.895957, -5.073998, -3.097782)
H (-2.078819, -4.379796, -0.972551)
H (-1.854715, -2.041862, -0.221121)
C (-0.232439, 2.808879, 4.140964)
C (-1.210032, 1.682439, 3.991611)
C (-2.614061, 2.096673, 4.383246)
O (-1.327225, 1.311619, 2.592733)
P (-0.877964, 0.090787, 1.746203)
O (-1.150036, 0.356880, 0.265709)
C (0.615396, -0.873756, 2.219520)
P (1.667545, -1.333255, 0.764799)
O (1.281740, -0.783602, -0.566459)
O (1.471616, -2.894405, 0.612027)
C (1.712024, -3.865887, 1.669794)
C (2.760434, -4.842013, 1.144179)
C (0.351875, -4.479716, 1.956552)
O (3.129235, -1.094334, 1.189697)
C (3.907850, 0.117268, 0.707926)
C (4.642156, -0.257920, -0.550513)
C (4.851144, 0.469060, 1.830692)
O (-1.951649, -1.021191, 2.154259)
C (-3.357381, -0.706174, 2.154298)
C (-4.040123, -1.063064, 0.864521)
C (-3.898135, -1.470553, 3.376492)
H (-0.269313, 3.075301, 5.218504)
H (-0.479810, 3.658311, 3.554841)
H (0.789359, 2.561544, 3.943393)
H (-0.917136, 0.824035, 4.615389)
H (-3.003939, 2.865400, 3.688464)
H (-2.658611, 2.504952, 5.392155)
H (-3.279793, 1.230820, 4.345748)
H (0.327765, -1.805464, 2.694362)
H (1.227470, -0.305519, 2.905944)
H (2.118744, -3.357080, 2.555935)
H (2.407483, -5.466095, 0.329151)
H (3.031092, -5.534455, 1.954894)
H (3.665960, -4.287019, 0.835379)
H (0.013216, -5.024235, 1.086798)
H (-0.366121, -3.679752, 2.203107)
H (0.472083, -5.132408, 2.839155)
H (3.164362, 0.909207, 0.524520)
H (5.361772, -1.110383, -0.412909)
H (5.224420, 0.606372, -0.809149)
H (3.989923, -0.407702, -1.373656)
H (5.626638, -0.300692, 1.929430)
H (4.382546, 0.549608, 2.795118)
H (5.320871, 1.421959, 1.568460)
H (-3.479953, 0.364923, 2.296622)
H (-3.942508, -2.144414, 0.683435)
H (-3.474563, -0.565131, 0.099473)
H (-5.060471, -0.738797, 0.833306)
H (-3.796243, -2.560183, 3.334358)
H (-4.945742, -1.291330, 3.460173)
H (-3.427659, -1.137544, 4.289162)
O (1.108630, 1.395118, 1.509912)
S (1.252310, 2.560083, 0.518116)
O (0.135308, 3.462713, 0.549700)
O (1.283544, 1.812193, -0.850203)
O (2.599186, 3.104593, 0.680657)

Atoms 1-3, force components in eV/Å:
0.0154 -0.5936 0.4157
-0.4128 0.4689 -0.0542
-0.6447 1.3187 -1.0269

Values from the calculation:
E_LUMO ... -0.0175 hartree
Charge ... 0
HOMO ... -0.295 Ha

8.
The following is a quantum chemistry calculation of a cluster of 2 separate species, C5H9NO2 in total at a distorted geometry, from the Open Molecules 2025 dataset.

CARTESIAN COORDINATES (ANGSTROEM)
C (-0.867396, 1.097097, -0.519819)
C (3.041130, 0.522799, 0.640996)
C (-1.136915, -0.719776, 1.075112)
C (-1.215824, -1.189559, -1.352626)
C (-1.149606, -0.179950, -0.315246)
N (3.841883, 0.719352, -0.242641)
O (-0.658617, 1.997627, 0.488095)
O (2.597270, 0.370405, 1.715563)
H (-0.954565, 1.542980, -1.491209)
H (-1.243573, 0.151931, 1.837763)
H (-0.050751, -1.140071, 1.279381)
H (-1.743572, -1.585194, 1.317624)
H (-2.270296, -1.550143, -1.515300)
H (-0.556793, -2.012711, -0.987891)
H (-0.905270, -0.909686, -2.305161)
H (-0.441153, 1.511957, 1.289761)
H (3.714053, 1.372944, -0.914399)

Atoms 1-3, force components in eV/Å:
-0.7105 0.0656 0.3662
1.1211 0.6008 2.3526
2.8858 0.8648 1.9640

Values from the calculation:
E_LUMO ... 0.0198 hartree
ΔE to the lowest compared entry with this formula, charge and spin ... 2.016 eV
Charge ... 0
HOMO ... -0.309 Ha
SMILES ... CC(C)=CO.N=C=O